55
Properties=species:S:1:pos:R:3:forces:R:3 method="wB97M-V/def2-TZVPD" charge=+2 multiplicity=5 s_squared=6.0174 energy_ha=-2606.66830 e_homo_ev="-13.913 / -14.940"
Cr 0.3339 0.7581 0.2099 0.597 0.285 -0.284
S 1.3348 3.0959 -1.2654 0.008 -0.117 -0.042
O 1.2274 -5.8328 -1.9090 0.021 0.053 0.027
O -4.3770 -4.0845 -0.8052 -0.064 0.057 -0.003
N -1.4015 -0.2140 -0.3057 -0.231 -0.331 -0.076
N -1.0425 3.4742 0.9028 -0.035 0.161 -0.283
N 1.1103 -1.0107 -0.5995 -0.039 -0.295 -0.028
N 0.6463 1.0962 2.9304 0.044 0.096 -0.089
N 2.2921 1.2880 1.1793 -0.208 -0.094 0.132
C 2.2397 -5.1038 -1.2547 -0.096 0.024 -0.053
C -0.3824 2.1104 2.7301 0.004 -0.048 -0.090
C 2.4147 3.5321 0.1315 -0.070 -0.020 -0.014
C -2.6498 0.2690 -0.2758 0.053 0.058 0.094
C -3.6027 -1.8593 -0.7622 -0.001 -0.099 -0.012
C -3.7645 -0.5068 -0.4990 -0.080 0.062 -0.048
C -2.3083 -2.3667 -0.7999 -0.100 -0.119 0.015
C -4.7817 -2.7523 -1.0259 0.137 -0.069 0.017
C -0.5434 2.3365 1.2503 -0.155 0.227 0.586
C 3.1870 2.3018 0.5720 -0.080 -0.045 -0.021
C 1.8605 -3.6522 -1.0661 -0.017 -0.077 -0.001
C 1.9855 1.5514 2.6162 -0.067 0.005 -0.010
C 0.0514 4.3738 -1.1493 -0.023 -0.078 0.094
C 2.8057 -2.6363 -1.0411 0.090 -0.053 0.006
C 0.1785 -1.9874 -0.6841 -0.121 0.200 0.009
C -1.2383 3.8814 -0.4984 0.077 -0.008 0.086
C 0.5249 -3.3041 -0.8996 -0.034 -0.113 -0.085
C 2.3898 -1.3448 -0.8040 -0.030 0.142 -0.002
C -1.2367 -1.5287 -0.5771 0.237 0.112 -0.060
H 0.4700 5.2317 -0.6239 -0.011 0.024 -0.015
H -4.7473 -0.0546 -0.4582 0.021 -0.018 0.002
H -2.7541 1.3210 -0.0455 0.012 -0.011 0.005
H 2.6978 1.0344 3.2546 0.063 -0.033 0.024
H 2.1050 2.6249 2.7885 0.007 0.051 -0.003
H -1.9942 4.6641 -0.5196 -0.019 0.038 0.004
H -0.1725 4.6927 -2.1653 -0.001 0.013 -0.024
H 1.3489 -5.7792 -2.8630 0.017 -0.034 0.023
H -5.1339 -4.6729 -0.8957 0.023 0.002 -0.031
H 3.8558 -2.8410 -1.2067 -0.023 0.007 -0.002
H 2.7722 0.3930 1.1466 0.007 0.029 0.026
H -1.2727 4.1740 1.6062 -0.017 0.018 -0.013
H 3.2079 -5.1807 -1.7522 0.010 0.009 -0.058
H -1.3372 1.7103 3.0875 -0.001 -0.008 0.002
H 2.3539 -5.5468 -0.2636 0.037 -0.025 0.050
H 3.6757 1.8456 -0.2904 0.021 0.009 -0.013
H -2.1676 -3.4179 -1.0041 -0.021 0.042 0.007
H 1.8030 3.9203 0.9471 0.035 0.025 0.009
H 3.1022 4.3152 -0.1822 0.026 -0.005 0.011
H -5.6134 -2.4551 -0.3832 -0.018 -0.008 0.079
H -1.6201 3.0258 -1.0512 -0.025 -0.044 0.004
H -0.2247 -4.0803 -0.9589 0.030 0.006 0.004
H -5.0948 -2.5935 -2.0636 -0.043 0.015 -0.060
H 0.5909 0.6833 3.8500 0.033 -0.036 0.015
H 3.1078 -0.5323 -0.8057 -0.013 -0.012 0.041
H 3.9758 2.5916 1.2689 0.019 0.006 0.038
H -0.1881 3.0419 3.2832 0.016 0.024 0.012

***

51
Properties=species:S:1:pos:R:3:forces:R:3 method="wB97M-V/def2-TZVPD" charge=+1 energy_ha=-1079.19504 e_homo_ev=-10.425
F 0.2921 0.2320 -0.5770 0.295 -0.351 -0.093
O -0.0588 -3.0998 -3.8473 -0.115 0.852 1.276
N 1.7270 -1.1895 -2.8387 0.667 -0.494 -0.997
N -1.6732 -2.4221 -2.3609 1.295 0.850 -0.835
N 0.0906 2.1852 2.6340 0.435 -0.742 -0.842
C 4.4119 -0.8167 -3.4444 -0.461 -0.096 0.135
C 2.2297 -1.6260 -4.0618 0.106 -0.071 0.173
C -2.2386 -1.3006 -0.2217 0.063 -0.289 0.325
C 1.2234 3.9627 1.5541 0.014 0.293 -0.291
C -2.3344 -1.2748 -1.7291 0.231 0.592 0.153
C 0.4007 -1.2164 -2.4971 1.006 -0.469 1.002
C -2.5074 -3.6081 -2.6542 0.681 -0.125 0.912
C -0.4271 -2.2841 -2.9624 -2.529 -3.002 -2.331
C 3.9143 -0.4593 -2.1821 0.130 -0.322 -0.328
C 0.0231 3.9568 6.5258 -0.080 -0.226 0.051
C 0.0779 3.3108 5.1632 -0.008 0.108 -0.374
C -3.1773 -3.5712 -4.0009 0.104 0.283 -0.403
C -0.8149 0.0820 3.2917 -0.271 -0.209 0.062
C -0.3614 1.4729 3.6457 -0.177 0.432 0.813
C 3.5502 -1.4035 -4.3786 -0.567 -0.249 -0.199
C -0.4118 2.0184 4.9457 -0.089 -0.347 -0.537
C 2.5910 -0.6653 -1.9060 0.072 0.633 0.146
C 0.6268 3.3770 2.8015 -0.052 0.652 1.102
C 0.6188 4.0070 4.0714 -0.127 -0.717 -0.876
H -0.4395 3.2584 7.2394 0.167 0.376 -0.114
H -0.8837 1.4304 5.7386 0.338 0.292 -0.097
H 1.5166 -2.1743 -4.6722 0.138 0.355 0.011
H -3.7373 -4.4943 -4.1422 -0.081 0.054 0.040
H -3.2657 -3.6417 -1.8581 0.372 -0.070 -0.136
H 0.9900 5.0231 4.1633 0.061 -0.140 0.151
H -1.8442 -4.4760 -2.5753 -0.163 0.059 0.013
H 2.1282 -0.4109 -0.9639 -0.133 0.240 0.152
H -2.7508 -0.4320 0.1968 -0.059 -0.145 -0.043
H 0.4687 3.9873 0.7558 0.108 0.085 0.268
H -1.1963 -1.2300 0.0851 -0.103 -0.041 0.070
H -3.8595 -2.7197 -4.0436 -0.006 -0.101 -0.221
H -2.6757 -2.2225 0.1708 -0.049 0.136 0.104
H 0.2691 -0.5136 -1.4445 -0.734 1.546 0.863
H -2.4286 -3.5091 -4.7920 -0.167 0.084 -0.007
H 5.4525 -0.6811 -3.7028 0.056 0.130 0.072
H -1.1901 -0.4438 4.1716 -0.012 -0.037 -0.096
H 4.5373 -0.0327 -1.4037 -0.017 -0.094 -0.173
H 1.0367 4.2040 6.8756 -0.338 -0.044 -0.067
H 1.6098 4.9694 1.7206 -0.010 -0.039 -0.060
H 2.0335 3.3295 1.1580 -0.208 0.144 0.358
H 3.8636 -1.7253 -5.3743 0.137 0.161 0.452
H -3.3943 -1.2791 -2.0223 0.398 0.026 -0.267
H -1.6034 0.1182 2.5273 0.106 0.103 0.261
H -0.5681 4.8841 6.4895 0.194 -0.281 0.070
H -0.0070 -0.5114 2.8400 -0.047 0.305 0.241
H -1.8344 -0.3744 -2.1086 -0.570 -0.090 0.113

***

50
Properties=species:S:1:pos:R:3:forces:R:3 method="wB97M-V/def2-TZVPD" multiplicity=4 s_squared=3.7851 energy_ha=-2179.92955 e_homo_ev="-6.296 / -7.006"
V -0.0419 -0.3188 -0.1402 0.389 0.977 0.628
P 0.7368 2.1943 -1.0515 -1.051 -2.322 -1.625
F -3.2244 -3.4992 4.1552 0.414 0.615 -0.437
N 0.8198 -1.9871 -1.2164 0.031 -1.284 -0.427
C -2.6317 -1.0109 -3.4261 0.191 -0.603 -0.049
C -1.6469 -2.4976 -1.6407 -0.251 -0.624 -0.099
C 1.9449 -2.5299 -0.4221 0.098 -0.167 0.184
C -0.9054 2.5148 -1.6947 -0.181 1.245 -0.648
C -2.8817 0.2170 -4.0317 0.345 0.315 0.432
C -1.0505 -1.0812 1.5581 0.598 -0.095 -1.125
C -1.3296 0.0334 -1.6762 0.384 -0.358 -0.376
C -2.4474 -1.0530 1.5559 0.264 0.095 0.506
C -0.2272 -3.0485 -1.3892 0.322 -0.187 -0.024
C -0.3933 -1.9431 2.4435 -0.735 0.210 0.328
C -3.1695 -1.8326 2.4511 -1.391 0.144 0.019
C 1.8171 1.9462 -2.4266 0.898 1.462 -1.257
C -1.1207 -2.7414 3.3285 0.200 -0.258 0.374
C -2.3293 1.3634 -3.4539 0.269 -0.205 0.245
C 1.3450 -1.6232 -2.5422 0.233 0.268 -0.686
C -1.8309 -1.1452 -2.2822 -0.701 1.301 -0.260
C -2.5065 -2.6697 3.3207 0.317 -0.486 0.030
C 1.3727 3.5032 -0.0158 0.112 0.484 -0.029
C -1.5336 1.2734 -2.2996 -0.544 -0.372 -0.268
H 1.1507 0.8235 0.2093 0.287 -0.486 2.081
H 2.5971 -1.6841 -0.1387 -0.115 -0.472 -0.072
H -4.2737 -1.7885 2.4803 0.689 -0.107 -0.001
H 2.3338 3.1766 0.4121 -0.294 0.142 -0.132
H -0.7442 3.2885 -2.4459 -0.626 0.284 -0.309
H 0.6962 -1.9327 2.4768 -0.128 -0.269 0.105
H 1.5535 -3.0272 0.4862 0.235 0.405 -0.421
H -2.1229 -3.2361 -2.2878 -0.153 -0.041 0.002
H -0.6210 -3.4152 4.0245 -0.162 0.114 -0.109
H 0.5520 -1.1840 -3.1757 0.339 -0.332 0.388
H 0.6713 3.7110 0.8072 0.249 -0.019 -0.325
H 0.4524 1.1767 0.5967 0.300 -1.058 2.463
H 1.7933 -2.5084 -3.0730 -0.386 0.592 0.498
H -0.2406 -3.6621 -0.4639 -0.023 0.419 -0.539
H 2.1290 -0.8595 -2.4206 -0.199 -0.286 -0.017
H -1.4914 2.9674 -0.8841 -0.042 -0.187 -0.097
H -2.2018 -2.5434 -0.6953 0.154 0.230 -0.090
H -2.5077 2.3356 -3.8832 -0.048 0.182 -0.247
H 2.5323 -3.2794 -1.0040 -0.329 0.441 0.308
H 0.0789 -3.7252 -2.2296 -0.110 0.496 0.565
H -3.0515 -1.9146 -3.8625 -0.010 0.070 -0.074
H 1.3522 1.3072 -3.1885 0.022 0.177 0.342
H -2.9511 -0.3624 0.8756 -0.104 -0.343 0.160
H 2.0053 2.9445 -2.8479 0.403 -0.267 -0.563
H 2.7773 1.5163 -2.1073 -0.316 0.091 -0.059
H 1.5260 4.3906 -0.6402 0.063 0.111 0.385
H -3.4692 0.2847 -4.9483 0.092 -0.039 0.326

***

52
Properties=species:S:1:pos:R:3:forces:R:3 method="wB97M-V/def2-TZVPD" charge=+2 multiplicity=2 s_squared=0.7683 energy_ha=-1481.65752 e_homo_ev="-14.350 / -14.667"
Ir 0.3132 -0.5294 -0.1269 0.130 -0.491 -0.414
S 2.1549 -0.0507 1.1623 -0.099 0.013 0.075
O -0.3873 -1.4388 -1.6461 0.403 0.360 0.163
N 1.8206 2.5777 0.8951 0.008 -0.005 -0.040
N 3.7495 1.7526 -0.0392 0.021 0.004 0.018
N -0.1944 -2.3044 0.7211 -0.172 0.333 0.133
C 0.1389 -1.9522 -3.8958 0.126 0.088 -0.076
C -0.0986 -0.8072 -2.9276 -0.246 -0.154 -0.183
C 4.7222 0.7227 -0.4231 -0.015 0.006 0.006
C -1.4830 1.6053 -0.1057 -0.083 0.058 0.154
C -3.8029 1.3781 0.4367 -0.039 0.002 0.018
C -3.5366 0.2327 1.1757 0.000 0.090 0.089
C 2.6179 1.5600 0.6025 0.001 0.009 0.066
C 2.1427 3.9769 0.6200 -0.021 -0.024 -0.014
C -2.1736 -2.3384 4.4297 -0.007 0.007 -0.028
C -1.9129 -1.3658 2.2238 0.029 0.071 0.031
C -1.2338 0.4116 0.5800 -0.111 -0.079 -0.363
C 1.1478 0.0641 -2.7742 -0.049 -0.208 0.179
C -0.8641 -2.2594 2.0130 0.029 -0.017 0.081
C -0.4334 -3.1368 2.9909 -0.073 -0.080 0.011
C -2.5636 -1.4329 3.4535 -0.033 -0.059 0.032
C -2.7781 2.0881 -0.1806 0.043 0.059 0.057
C -1.2980 0.0331 -3.3407 -0.028 -0.011 0.020
C -1.0948 -3.1798 4.2096 0.000 0.009 -0.021
C -2.2423 -0.2633 1.2922 0.180 0.006 0.101
H 1.4045 0.5383 -3.7214 -0.025 0.079 0.034
H -0.6677 2.1578 -0.5678 -0.048 -0.081 -0.120
H 0.6009 -2.9378 0.7970 0.083 0.071 -0.099
H -0.7500 -2.5769 -3.9667 -0.001 0.002 0.023
H 3.9867 2.7036 -0.2871 0.016 0.004 0.032
H -1.1114 0.5157 -4.3003 0.015 -0.043 -0.017
H 0.9792 -2.5675 -3.5730 -0.006 -0.011 0.007
H 3.0460 4.2780 1.1534 0.001 0.012 -0.005
H 0.3613 -1.5622 -4.8900 -0.016 -0.009 -0.002
H -0.7678 -3.8682 4.9760 -0.005 -0.005 -0.004
H 1.0328 2.3683 1.4895 -0.004 0.007 0.007
H 1.3169 4.5921 0.9624 0.005 0.002 0.012
H 0.9794 0.8937 -2.0570 -0.013 0.117 0.033
H 4.7582 -0.0594 0.3283 0.005 0.000 0.002
H -4.8215 1.7343 0.3606 0.000 -0.008 -0.014
H -3.3640 -0.7361 3.6639 0.011 -0.007 0.016
H 4.4667 0.2972 -1.3920 0.003 -0.009 0.001
H 5.6989 1.1939 -0.4842 -0.002 -0.002 -0.012
H 0.3981 -3.8069 2.8019 -0.012 -0.009 -0.012
H 2.2678 4.1407 -0.4514 0.006 -0.002 -0.001
H -2.9914 3.0004 -0.7207 0.003 0.012 0.018
H -4.3486 -0.2831 1.6717 -0.001 -0.007 -0.020
H -2.1847 -0.5917 -3.4397 0.006 -0.008 0.015
H 2.0055 -0.5319 -2.4489 0.028 0.006 -0.042
H -1.5046 0.8127 -2.6070 -0.016 -0.003 -0.001
H -0.8006 -2.6815 -0.0170 -0.039 -0.105 0.053
H -2.7006 -2.3674 5.3732 0.011 0.012 0.005